Here is C54H68BHfN5O3SSi as an isolated structure in a non-equilibrium geometry from OMol25. Energies are from ωB97M-V with the def2-TZVPD basis set.

Output
Molar mass (Da): 1084.62
Energy (eV): -91399.9207
Frontier orbital gap (Ha): 0.2125
E_HOMO (Ha): -0.246
Energy relative to the best compared isomer or geometry (same formula, charge and spin) (kJ/mol): 167.2
Lowest unoccupied orbital energy (eV): -0.92

Last column: Löwdin charge in e.
Positions of all 134 atoms, in Å:
Hf  0.009700  0.535201  0.299008  1.596
C  3.501214  2.317898  5.513865  -0.080
C  3.876851  1.660926  4.180564  -0.180
C  2.952144  2.042622  3.067104  -0.122
C  3.163365  2.935198  2.060711  -0.120
C  4.385334  3.761049  1.803631  -0.184
C  4.257243  5.184439  2.356851  -0.080
C  2.008987  2.870285  1.203694  -0.235
N  1.086527  1.979526  1.696775  0.005
C  1.662021  1.458126  2.832553  -0.241
C  1.115038  0.425712  3.575805  0.066
C  -0.061633  -0.242077  3.299542  -0.241
C  -0.573549  -1.366409  4.032299  -0.123
C  0.145888  -2.064619  5.145779  -0.177
C  0.004716  -1.348065  6.496104  -0.081
C  -1.775500  -1.683235  3.465483  -0.136
C  -1.973284  -0.763761  2.375088  -0.290
C  -3.071787  -0.763927  1.516239  0.045
C  -3.184211  -0.101978  0.312849  -0.226
N  -2.180608  0.622735  -0.276404  0.023
C  -2.674972  1.059292  -1.464312  -0.232
C  -1.987023  1.890552  -2.334483  0.046
C  -0.791626  2.544566  -2.068666  -0.248
N  -0.056858  2.399802  -0.919751  0.010
C  0.971702  3.310431  -0.998828  -0.215
C  1.906116  3.531594  -0.013118  0.058
C  0.899662  4.020468  -2.251761  -0.122
C  -0.192138  3.548070  -2.912639  -0.135
C  -0.765677  4.017892  -4.213834  -0.185
C  -1.861257  5.072704  -4.023449  -0.075
C  1.859558  5.082215  -2.688375  -0.183
C  1.528598  6.466017  -2.113913  -0.078
C  -4.040590  0.606837  -1.643847  -0.132
C  -4.360933  -0.103253  -0.534121  -0.135
C  -5.670993  -0.732453  -0.171456  -0.192
C  -6.568158  0.194889  0.658072  -0.077
C  -4.900695  0.950698  -2.819640  -0.188
C  -5.544081  2.338704  -2.704987  -0.074
N  -0.914506  0.094663  2.275214  -0.031
C  -2.692144  -2.810945  3.830091  -0.184
C  -3.650323  -2.451545  4.971855  -0.080
H  4.162349  1.984378  6.316383  0.072
H  2.473856  2.075755  5.795290  0.068
H  3.575222  3.405482  5.443952  0.070
H  3.872926  0.573838  4.290851  0.111
H  4.896416  1.939727  3.911378  0.105
H  4.577862  3.800603  0.729834  0.108
H  5.249825  3.269763  2.251184  0.106
H  3.394683  5.695619  1.923648  0.072
H  5.147613  5.775368  2.134550  0.071
H  4.122989  5.168966  3.440009  0.069
H  1.683047  0.082706  4.432256  0.113
H  1.203925  -2.151898  4.885965  0.114
H  -0.240515  -3.081966  5.232664  0.107
H  0.353705  -0.314933  6.430840  0.066
H  0.582671  -1.854464  7.271366  0.072
H  -1.039327  -1.319249  6.814801  0.065
H  -3.906521  -1.392819  1.800464  0.111
H  -2.473604  2.126771  -3.273382  0.109
H  2.665828  4.273338  -0.226814  0.110
H  -1.178394  3.167123  -4.762010  0.108
H  0.033988  4.431410  -4.830624  0.105
H  -2.678756  4.676543  -3.416923  0.064
H  -2.270642  5.393435  -4.983373  0.073
H  -1.467139  5.951730  -3.510173  0.066
H  1.862962  5.132500  -3.778064  0.105
H  2.869082  4.798077  -2.384696  0.109
H  0.556026  6.812525  -2.467230  0.063
H  2.277237  7.202889  -2.410186  0.072
H  1.491410  6.437180  -1.023330  0.071
H  -5.493784  -1.651500  0.391420  0.098
H  -6.192222  -1.019068  -1.087878  0.108
H  -6.039088  0.549282  1.545501  0.077
H  -7.475498  -0.318824  0.981504  0.072
H  -6.863501  1.071139  0.077618  0.063
H  -5.683346  0.194900  -2.921312  0.105
H  -4.304857  0.907924  -3.736473  0.104
H  -6.163096  2.407158  -1.808811  0.066
H  -6.171270  2.554692  -3.572121  0.073
H  -4.778651  3.115951  -2.634912  0.064
H  -2.091121  -3.677345  4.114869  0.110
H  -3.266101  -3.111484  2.951720  0.104
H  -3.100996  -2.247967  5.892715  0.062
H  -4.350471  -3.265410  5.169720  0.071
H  -4.228923  -1.558342  4.726226  0.076
C  -0.058654  -5.561032  -0.790906  -0.183
Si  1.444823  -4.660653  -1.397407  0.473
C  2.733436  -4.594473  -0.074843  -0.167
C  2.108228  -5.633338  -2.838793  -0.190
C  1.106157  -2.925212  -2.029365  -0.221
C  1.623739  -2.511031  -3.251771  -0.068
C  1.461287  -1.200050  -3.705555  -0.058
C  0.774980  -0.325341  -2.904975  -0.124
N  0.269432  -0.678340  -1.713284  -0.087
C  0.433197  -1.938543  -1.267724  -0.722
S  -0.133653  -2.175630  0.357584  0.744
H  0.246681  -6.555100  -0.446356  0.037
H  -0.798020  -5.690443  -1.588498  0.026
H  -0.535960  -5.039183  0.041472  0.001
H  3.043332  -5.605036  0.212481  0.037
H  2.346444  -4.081733  0.811335  0.026
H  3.617048  -4.047134  -0.418028  0.036
H  2.158210  -6.692663  -2.566144  0.034
H  3.117482  -5.319895  -3.123985  0.036
H  1.463580  -5.548318  -3.719635  0.035
H  2.183437  -3.211177  -3.864625  0.095
H  1.869491  -0.868548  -4.650748  0.104
H  0.619360  0.705958  -3.199395  0.111
O  3.318494  0.239630  -0.856955  0.114
B  2.304939  -0.014813  0.105739  -0.501
O  2.884362  -0.903918  1.077967  0.074
C  4.172436  -1.141917  0.690083  -0.235
C  5.121957  -1.923072  1.305268  -0.006
C  6.380500  -1.986273  0.695641  -0.099
C  6.647225  -1.289569  -0.479517  -0.099
C  5.663693  -0.503953  -1.093343  0.002
C  4.435517  -0.455298  -0.476840  -0.221
H  4.898194  -2.465060  2.215807  0.118
H  7.160336  -2.585630  1.148407  0.096
H  7.632880  -1.350983  -0.924374  0.095
H  5.856383  0.045457  -2.006447  0.115
C  -3.363984  -3.920662  -2.881630  -0.150
C  -3.488232  -2.787007  -3.901864  -0.152
C  -2.327170  -1.908305  -3.477527  -0.197
O  -2.328799  -1.954297  -2.053934  -0.178
C  -2.944338  -3.170747  -1.618173  -0.181
H  -2.576066  -4.609995  -3.194439  0.105
H  -4.283694  -4.487163  -2.740946  0.111
H  -4.431740  -2.251606  -3.761455  0.109
H  -3.417169  -3.118354  -4.938112  0.113
H  -2.417327  -0.864339  -3.784095  0.112
H  -1.379399  -2.302475  -3.864241  0.115
H  -3.809869  -2.908086  -1.000399  0.110
H  -2.241100  -3.726992  -0.999461  0.078

Atomic forces in eV per Å
-0.964 0.281 0.760
0.022 0.009 0.007
-0.148 0.097 0.072
0.085 -0.056 0.111
0.158 0.028 -0.114
-0.150 0.140 0.083
0.037 0.014 -0.021
-0.226 -0.037 0.097
0.523 -0.251 -0.292
-0.285 0.074 -0.046
0.174 -0.078 0.022
-0.119 0.145 0.027
-0.038 -0.107 -0.016
-0.116 0.185 0.091
-0.009 -0.004 -0.031
0.005 -0.068 0.040
-0.108 0.181 0.022
-0.012 -0.174 0.034
0.114 0.162 0.005
-0.212 -0.158 -0.117
0.024 0.021 0.115
-0.047 0.047 -0.090
-0.018 -0.015 0.246
0.033 -0.236 -0.227
-0.284 -0.057 -0.038
0.181 0.036 0.012
0.114 0.060 -0.071
-0.132 0.086 -0.114
-0.003 -0.003 0.055
-0.004 0.004 0.018
-0.092 0.110 0.117
0.000 -0.031 -0.013
0.034 0.112 -0.134
-0.088 -0.021 0.135
-0.001 0.110 -0.047
0.046 0.026 -0.005
-0.055 0.036 0.063
0.058 0.005 0.005
-0.078 -0.272 0.033
-0.060 0.157 0.096
-0.010 -0.022 -0.029
-0.018 0.010 -0.031
0.038 0.005 -0.014
-0.019 -0.046 -0.007
0.028 -0.005 -0.001
0.019 -0.017 0.003
0.029 -0.020 -0.005
0.032 -0.007 0.005
0.010 -0.022 0.017
-0.009 -0.016 0.004
-0.017 -0.007 -0.025
0.015 -0.022 -0.064
-0.017 -0.027 0.003
0.025 -0.013 0.005
-0.006 -0.047 0.001
-0.016 0.005 -0.024
0.040 0.004 -0.027
0.024 0.005 0.007
0.010 0.023 0.025
0.033 -0.077 -0.026
0.050 0.006 -0.038
0.003 -0.010 -0.039
0.026 0.020 -0.019
0.013 -0.019 0.026
-0.014 -0.033 -0.012
0.035 0.005 -0.027
0.032 -0.008 -0.042
0.011 -0.022 0.013
-0.011 -0.024 -0.002
0.004 -0.008 -0.020
-0.003 -0.042 -0.048
-0.023 -0.053 0.018
-0.024 -0.025 -0.026
0.027 0.003 -0.022
0.027 -0.027 0.026
0.001 0.005 -0.030
-0.024 -0.051 0.008
0.019 -0.009 -0.027
0.020 -0.012 0.020
-0.042 -0.046 0.008
-0.017 -0.016 -0.006
0.029 -0.032 0.000
-0.003 0.017 -0.031
0.026 0.007 -0.004
0.021 -0.021 0.003
-0.374 -0.080 0.113
0.017 0.114 -0.068
0.240 0.069 0.364
0.169 -0.195 -0.316
-0.090 0.326 -0.207
-0.063 -0.032 0.111
-0.028 -0.138 -0.086
-0.198 0.128 0.113
0.398 0.295 -0.120
0.025 -0.287 0.093
0.201 0.356 -0.273
-0.053 0.047 -0.035
0.044 -0.018 0.068
0.034 -0.061 -0.046
-0.003 0.076 0.000
0.062 -0.023 -0.059
-0.028 -0.044 0.042
0.021 0.067 -0.040
-0.074 -0.026 0.001
0.042 -0.042 0.049
-0.054 0.024 0.027
-0.015 -0.027 0.021
0.067 0.022 0.046
-0.164 0.053 0.073
1.294 -0.829 0.020
0.089 0.310 -0.260
-0.273 -0.065 0.334
0.254 -0.077 -0.015
-0.128 0.043 0.007
-0.124 0.061 -0.010
0.211 -0.099 0.050
-0.045 0.270 -0.306
0.012 0.023 -0.033
-0.017 0.004 -0.013
-0.039 -0.013 0.004
-0.009 -0.027 0.034
-0.026 0.015 -0.038
-0.027 -0.069 0.016
0.003 0.047 0.152
-0.081 -0.161 -0.187
-0.041 0.149 -0.061
-0.021 -0.025 0.008
0.009 -0.026 -0.021
0.014 -0.005 -0.036
-0.028 -0.006 0.020
-0.004 0.011 0.027
0.047 -0.001 -0.027
-0.011 -0.001 0.002
0.033 -0.005 0.025